No. 1
Density functional theory data (ωB97M-V/def2-TZVPD) for the molecule C22H31N3O2 in a non-equilibrium geometry.

Its energy is -1171.6524 a.u. Its SMILES is Cc1cc(C(=O)N2CCN(C(=O)C3=CCC3)[C@H]3CCCC[C@@H]3C2)c(C)n1C. The HOMO energy is -0.28464 hartree. As for the energy above the lowest of the compared OMol25 structures with the same formula, charge and spin: 47.8 kcal per mole. As for the HOMO-LUMO gap: 8.483 eV.

Positions of all 58 atoms, in Å:
C  4.3782  0.9464  -3.1279
C  3.1170  1.1465  -2.3539
C  2.9325  1.4818  -1.0370
C  1.5412  1.5669  -0.7941
C  0.8703  1.8639  0.4862
O  0.2611  2.9167  0.6462
N  0.9455  0.9217  1.4685
C  0.1966  1.1351  2.6949
C  -0.9084  0.0925  2.9578
N  -1.4369  -0.5698  1.7751
C  -2.2688  0.0760  0.9062
O  -2.4192  -0.2886  -0.2517
C  -3.0129  1.2443  1.4124
C  -2.6368  2.5388  1.4073
C  -3.9061  3.0372  2.0472
C  -4.3568  1.5668  2.0518
C  -0.6791  -1.7405  1.3387
C  -1.5171  -2.8308  0.6690
C  -0.6817  -4.0595  0.3117
C  0.5315  -3.6822  -0.5317
C  1.3843  -2.6451  0.1881
C  0.5878  -1.3918  0.5425
C  1.5002  -0.4085  1.2713
C  0.9019  1.2631  -1.9743
C  -0.5556  1.1840  -2.2899
N  1.8687  1.0149  -2.9158
C  1.5991  0.6461  -4.2910
H  5.2443  1.1819  -2.5132
H  4.4912  -0.0868  -3.4667
H  4.4229  1.5907  -4.0092
H  3.7156  1.6660  -0.3169
H  0.9172  1.0322  3.5184
H  -0.1861  2.1459  2.7586
H  -0.6112  -0.6485  3.6970
H  -1.7321  0.6307  3.4333
H  -1.7501  3.0584  1.0625
H  -3.7987  3.4832  3.0377
H  -4.5226  3.7015  1.4383
H  -5.2320  1.3567  1.4337
H  -4.5378  1.1378  3.0413
H  -0.3271  -2.1984  2.2742
H  -2.3352  -3.1146  1.3350
H  -1.9767  -2.4532  -0.2454
H  -0.3492  -4.5661  1.2253
H  -1.3047  -4.7748  -0.2277
H  1.1274  -4.5699  -0.7550
H  0.1985  -3.2790  -1.4934
H  1.7959  -3.0883  1.1044
H  2.2494  -2.3691  -0.4206
H  0.2495  -0.9191  -0.3866
H  2.4043  -0.3053  0.6685
H  1.8687  -0.7899  2.2284
H  -1.1500  1.5940  -1.4761
H  -0.8091  1.7503  -3.1887
H  -0.8901  0.1530  -2.4343
H  0.7408  -0.0206  -4.3331
H  1.3904  1.5391  -4.8833
H  2.4602  0.1366  -4.7142

Force components x, y, z for each atom (eV/Å):
C -0.1 0.0 -0.1
C 0.1 0.1 0.2
C 0.4 0.0 0.0
C 0.0 -0.4 -0.4
C -0.3 0.4 -0.1
O 0.2 -0.1 0.0
N -0.5 0.0 0.3
C 0.9 -0.5 0.7
C -1.0 0.6 0.1
N 0.3 -0.1 0.1
C -0.2 -0.5 -0.4
O 0.0 0.0 0.1
C 0.4 1.6 0.4
C -0.2 -0.2 -0.1
C 0.0 0.3 0.0
C -0.4 -0.8 0.1
C 0.5 -0.7 0.2
C -0.2 0.0 -0.4
C 0.0 0.0 0.2
C 0.0 -0.1 0.1
C 0.0 -0.1 0.0
C -0.3 0.1 0.0
C 0.5 0.2 -0.6
C -0.2 0.3 0.1
C 0.0 0.0 0.0
N 0.1 -0.3 0.0
C 0.0 0.2 0.1
H -0.1 0.0 0.1
H 0.0 0.0 0.0
H 0.0 0.0 0.0
H 0.0 0.0 -0.1
H -0.1 0.1 0.0
H -0.1 0.0 -0.5
H 0.2 -0.2 -0.3
H 0.0 0.0 0.0
H -0.1 -0.2 0.0
H 0.0 0.0 0.0
H 0.0 0.0 0.0
H 0.1 0.0 0.0
H 0.1 0.0 0.0
H 0.0 0.0 0.0
H 0.0 0.0 0.1
H 0.1 0.1 0.1
H 0.1 0.0 0.0
H 0.0 0.0 0.0
H 0.0 0.0 0.0
H 0.0 0.0 0.0
H -0.1 0.0 0.0
H 0.0 0.1 0.0
H 0.1 0.1 0.0
H -0.1 0.0 0.0
H -0.4 -0.1 0.2
H 0.1 0.0 0.0
H 0.1 0.0 0.0
H 0.0 0.0 0.0
H 0.0 0.0 0.0
H 0.0 -0.1 -0.1
H 0.0 0.0 0.0

Charges computed using natural (NBO), reported in e: -0.643 0.136 -0.288 -0.224 0.697 -0.643 -0.440 -0.238 -0.227 -0.439 0.664 -0.621 -0.119 -0.160 -0.428 -0.384 -0.026 -0.406 -0.394 -0.397 -0.386 -0.249 -0.212 0.185 -0.657 -0.329 -0.404 0.232 0.212 0.216 0.219 0.190 0.250 0.203 0.225 0.251 0.203 0.206 0.210 0.198 0.186 0.209 0.238 0.188 0.212 0.207 0.197 0.190 0.212 0.226 0.230 0.198 0.254 0.216 0.226 0.215 0.203 0.213

---

No. 2
Density functional theory data (ωB97M-V/def2-TZVPD) for the molecule C22H31N3O3S.

Its energy is -1645.1598 a.u. Its SMILES is COC[C@H](C)n1c(S[C@@H](C)C(=O)N[C@H]2CCCC[C@@H]2C)nc2ccccc2c1=O. The HOMO energy is -0.31057 hartree. As for the energy above the lowest of the compared OMol25 structures with the same formula, charge and spin: 25.6 kcal per mole. As for the HOMO-LUMO gap: 8.974 eV.

Positions of all 60 atoms, in Å:
C  0.4188  0.8067  3.0764
O  -0.5096  -0.2484  3.0026
C  -1.8553  0.1380  3.1520
C  -2.4793  0.6523  1.8406
C  -3.8825  1.2125  2.0492
N  -2.4606  -0.4180  0.8429
C  -1.6203  -0.3699  -0.2298
S  -0.6086  1.0627  -0.4354
C  0.3849  0.5818  -1.9000
C  -0.2481  1.1012  -3.1753
C  1.8143  1.1023  -1.7079
O  2.3792  1.7434  -2.5662
N  2.3585  0.7389  -0.5310
C  3.6725  1.1618  -0.0654
C  4.7671  0.6169  -0.9869
C  6.1456  1.0144  -0.4723
C  6.2496  2.5318  -0.3685
C  5.1571  3.0758  0.5457
C  3.7671  2.6924  0.0371
C  2.6805  3.2515  0.9524
N  -1.4951  -1.2801  -1.1249
C  -2.2523  -2.4124  -1.0308
C  -2.1395  -3.4048  -2.0098
C  -2.9057  -4.5432  -1.9136
C  -3.7913  -4.7206  -0.8503
C  -3.9091  -3.7526  0.1207
C  -3.1432  -2.5881  0.0387
C  -3.2488  -1.5592  1.0652
O  -3.9555  -1.6515  2.0486
H  1.4044  0.3460  3.0369
H  0.3147  1.5116  2.2444
H  0.3154  1.3552  4.0202
H  -2.3937  -0.7537  3.4793
H  -1.9537  0.9161  3.9201
H  -1.8478  1.4551  1.4469
H  -3.8288  2.0853  2.6942
H  -4.3086  1.5107  1.0939
H  -4.5276  0.4696  2.5077
H  0.3822  -0.5119  -1.8853
H  0.3813  0.8332  -4.0205
H  -0.3301  2.1853  -3.1434
H  -1.2351  0.6649  -3.3089
H  1.7736  0.2455  0.1250
H  3.7986  0.7325  0.9353
H  4.6818  -0.4706  -1.0448
H  4.6124  1.0245  -1.9860
H  6.3117  0.5694  0.5122
H  6.9133  0.6311  -1.1467
H  7.2313  2.8141  0.0173
H  6.1389  2.9691  -1.3625
H  5.2315  4.1634  0.6052
H  5.2941  2.6771  1.5547
H  3.6293  3.1022  -0.9669
H  2.7701  4.3328  1.0221
H  1.6911  3.0181  0.5648
H  2.7698  2.8346  1.9548
H  -1.4508  -3.2529  -2.8259
H  -2.8216  -5.3102  -2.6695
H  -4.3838  -5.6209  -0.7919
H  -4.5847  -3.8633  0.9552

Force components x, y, z for each atom (eV/Å):
C 0.0 0.1 0.0
O 0.0 -0.2 -0.1
C -0.2 0.0 -0.1
C 0.0 0.2 0.6
C 0.1 -0.1 0.0
N -0.1 -0.2 0.0
C 0.4 -0.2 -0.8
S 0.2 0.3 0.0
C -0.4 0.1 0.1
C 0.1 -0.1 0.0
C -0.5 -0.4 0.3
O 0.2 0.3 -0.3
N 0.2 -0.2 0.4
C 0.2 0.2 -0.6
C 0.1 -0.1 0.3
C -0.1 0.1 -0.3
C 0.1 -0.1 0.3
C 0.0 0.0 -0.4
C -0.1 0.0 0.5
C 0.2 0.0 -0.3
N 0.2 0.3 -0.1
C -0.5 -0.3 0.5
C -0.1 -0.1 0.1
C 0.1 0.1 -0.1
C -0.1 0.0 0.1
C 0.0 0.0 0.0
C 0.2 -0.2 -0.4
C 0.0 -0.1 -0.1
O -0.1 -0.1 0.1
H 0.1 0.1 0.0
H 0.0 0.0 0.0
H 0.0 0.0 0.0
H 0.0 0.2 0.0
H 0.0 0.0 0.0
H -0.1 -0.1 0.1
H 0.0 0.1 0.0
H -0.1 0.1 -0.1
H 0.0 0.1 0.0
H 0.1 0.2 0.0
H 0.0 0.0 -0.1
H 0.0 0.0 -0.1
H 0.0 0.0 0.0
H -0.1 0.1 -0.1
H 0.0 0.0 0.0
H 0.0 0.0 0.0
H 0.0 0.0 0.0
H 0.1 0.0 0.1
H 0.0 -0.1 0.1
H 0.0 0.1 -0.1
H 0.0 0.1 -0.1
H 0.0 0.0 0.1
H 0.0 0.0 0.1
H 0.0 0.0 0.0
H 0.0 0.1 0.1
H -0.1 0.0 0.0
H 0.0 0.0 0.2
H 0.1 0.0 -0.1
H 0.0 -0.1 -0.1
H -0.1 -0.1 0.0
H -0.1 0.0 0.1

Charges computed using natural (NBO), reported in e: -0.255 -0.540 -0.078 -0.064 -0.624 -0.451 0.345 0.231 -0.419 -0.611 0.675 -0.622 -0.621 -0.033 -0.413 -0.394 -0.395 -0.391 -0.239 -0.602 -0.566 0.262 -0.246 -0.172 -0.235 -0.136 -0.220 0.676 -0.614 0.191 0.171 0.168 0.224 0.171 0.220 0.214 0.218 0.247 0.282 0.230 0.218 0.221 0.409 0.194 0.207 0.228 0.189 0.211 0.206 0.199 0.209 0.189 0.227 0.213 0.208 0.195 0.224 0.216 0.217 0.235

---

No. 3
Density functional theory data (ωB97M-V/def2-TZVPD) for the molecule C22H31N3O4 in a non-equilibrium geometry.

Its energy is -1322.0827 a.u. Its SMILES is COc1ccc(C(=O)N(C)[C@@H](C)c2ccon2)cc1OC1CCN(C(C)C)CC1. The HOMO energy is -0.30295 hartree. As for the energy above the lowest of the compared OMol25 structures with the same formula, charge and spin: 105.8 kcal per mole. As for the HOMO-LUMO gap: 8.941 eV.

Positions of all 60 atoms, in Å:
C  2.0576  4.1670  0.2014
O  2.0018  2.8396  -0.2602
C  0.8557  2.1148  -0.0554
C  -0.2923  2.6559  0.5105
C  -1.4424  1.9053  0.6725
C  -1.4761  0.5879  0.2447
C  -2.7005  -0.2336  0.4869
O  -3.1901  -0.2998  1.6018
N  -3.1883  -0.9242  -0.5752
C  -2.9053  -0.5758  -1.9485
C  -4.3498  -1.8029  -0.3979
C  -4.0864  -2.8963  0.6323
C  -5.5466  -0.9644  -0.0682
C  -6.1034  -0.6388  1.1953
C  -7.1232  0.2046  0.8804
O  -7.1839  0.3730  -0.4446
N  -6.2030  -0.3546  -1.0237
C  -0.3249  0.0279  -0.2919
C  0.8483  0.7586  -0.4437
O  1.8671  0.0698  -1.0267
C  3.2319  0.3954  -0.7786
C  4.0686  -0.5924  -1.5873
C  5.5568  -0.3497  -1.2962
N  5.9110  -0.4770  0.1016
C  5.9951  -1.8206  0.6817
C  7.0189  -1.7840  1.8227
C  6.4373  -2.8869  -0.3184
C  5.1070  0.4425  0.8832
C  3.5924  0.2621  0.7004
H  3.0640  4.5123  -0.0317
H  1.3307  4.8040  -0.3122
H  1.8971  4.2261  1.2826
H  -0.3007  3.6861  0.8278
H  -2.3186  2.3454  1.1221
H  -3.8285  -0.2492  -2.4355
H  -2.1789  0.2306  -1.9930
H  -2.5091  -1.4419  -2.4841
H  -4.5302  -2.2657  -1.3738
H  -3.8692  -2.4596  1.6015
H  -4.9594  -3.5392  0.7132
H  -3.2342  -3.4952  0.3199
H  -5.7729  -0.9606  2.1576
H  -7.8460  0.7304  1.4716
H  -0.3068  -1.0062  -0.5996
H  3.4458  1.4153  -1.1195
H  3.7836  -1.6070  -1.3044
H  3.8653  -0.4658  -2.6510
H  6.1742  -1.0155  -1.8961
H  5.8036  0.6779  -1.5878
H  5.0210  -2.1334  1.0968
H  7.9818  -1.4640  1.4339
H  7.1254  -2.7723  2.2629
H  6.7220  -1.0951  2.6077
H  7.3847  -2.6105  -0.7746
H  5.6973  -3.0478  -1.0975
H  6.5752  -3.8281  0.2093
H  5.3599  0.3389  1.9384
H  5.3791  1.4568  0.5715
H  3.0625  1.0103  1.2910
H  3.2818  -0.7252  1.0503

Force components x, y, z for each atom (eV/Å):
C 0.0 0.2 0.1
O -0.2 -0.5 -0.1
C 0.2 0.0 -0.1
C 0.1 0.1 0.0
C -0.1 -0.2 -0.1
C 0.3 0.2 0.2
C 0.2 0.0 -0.1
O -0.1 0.1 0.2
N 0.0 -0.2 0.0
C 0.0 0.1 -0.3
C 0.1 -0.1 0.2
C -0.1 0.1 -0.1
C -0.6 0.4 0.0
C -0.5 0.4 -0.2
C 0.6 -0.6 0.3
O -0.5 0.4 0.3
N 0.7 -0.7 -0.6
C 0.1 0.3 0.1
C -0.2 0.0 0.1
O -0.1 0.1 -0.2
C 0.6 -0.2 0.2
C 0.0 0.3 0.1
C -0.2 -0.1 -0.2
N 0.1 -0.1 0.0
C 0.3 -0.1 0.2
C -0.3 -0.1 -0.1
C -0.2 0.2 0.1
C -0.1 0.1 0.1
C 0.0 0.1 -0.3
H -0.1 0.0 0.0
H 0.0 0.0 0.0
H 0.0 0.0 0.0
H 0.0 0.1 0.0
H -0.1 0.0 0.1
H 0.1 0.0 0.0
H -0.1 -0.1 -0.1
H 0.0 0.0 -0.1
H 0.0 0.1 0.1
H 0.0 -0.1 0.0
H -0.1 -0.1 0.0
H 0.0 -0.1 0.0
H 0.1 0.0 0.2
H -0.1 0.1 0.0
H 0.0 -0.1 -0.1
H 0.0 -0.2 0.0
H 0.0 -0.1 0.0
H 0.0 0.0 -0.1
H 0.0 0.1 0.0
H 0.0 0.0 -0.1
H 0.1 0.0 0.0
H 0.1 0.0 -0.1
H 0.0 -0.1 0.1
H 0.0 0.1 0.1
H 0.1 0.0 -0.1
H 0.0 0.0 -0.1
H 0.0 -0.1 0.0
H 0.0 0.1 0.0
H 0.0 0.0 0.1
H 0.0 0.0 0.1
H 0.0 0.0 0.0

Charges computed using natural (NBO), reported in e: -0.251 -0.524 0.303 -0.305 -0.177 -0.143 0.679 -0.631 -0.433 -0.412 -0.056 -0.620 0.132 -0.341 0.124 -0.266 -0.140 -0.220 0.249 -0.503 0.093 -0.426 -0.216 -0.458 -0.039 -0.602 -0.618 -0.214 -0.446 0.201 0.179 0.179 0.221 0.226 0.214 0.228 0.193 0.225 0.243 0.215 0.215 0.251 0.210 0.227 0.191 0.200 0.215 0.209 0.191 0.165 0.210 0.203 0.203 0.208 0.208 0.216 0.204 0.191 0.217 0.203

---

No. 4
Density functional theory data (ωB97M-V/def2-TZVPD) for C22H31N6O3PPtS4 as an isolated structure.

Its energy is -3464.7786 a.u. The HOMO energy is -0.27342 hartree. As for the energy above the lowest of the compared OMol25 structures with the same formula, charge and spin: 0.0 kcal per mole. As for the HOMO-LUMO gap: 7.790 eV.

Positions of all 68 atoms, in Å:
Pt  -0.3255  1.1016  0.1736
O  -0.9818  -0.1175  4.4718
C  0.2735  -0.5543  4.6881
C  0.5474  -1.0735  5.9558
C  1.8080  -1.5353  6.2674
C  2.8315  -1.4916  5.3221
C  2.5665  -0.9828  4.0688
C  1.2957  -0.5101  3.7256
C  1.0527  0.0066  2.3607
O  -0.1620  0.3844  2.0736
N  2.0398  0.0414  1.5210
N  1.6571  0.4819  0.2458
C  2.6111  0.3352  -0.6031
S  4.1478  -0.3242  -0.0604
C  4.9978  -0.0039  -1.6286
C  3.9962  -0.1856  -2.7463
S  2.4910  0.7242  -2.3020
H  -1.0221  0.2357  3.5594
H  -0.2578  -1.0936  6.6782
H  2.0000  -1.9313  7.2568
H  3.8217  -1.8509  5.5671
H  3.3411  -0.9370  3.3154
H  5.8221  -0.7124  -1.7074
H  5.3984  1.0096  -1.6222
H  3.7479  -1.2375  -2.8856
H  4.3526  0.2265  -3.6900
S  -0.4386  2.0179  -1.9306
C  -1.9919  1.5277  -2.5335
N  -2.3943  0.2789  -2.5629
C  -3.7720  -0.1002  -2.8668
C  -4.7003  1.0816  -2.6493
C  -4.1626  2.2787  -3.4146
N  -2.7691  2.4941  -3.0338
H  -1.8463  -0.4372  -2.0770
H  -4.0116  -0.9363  -2.2130
H  -3.8311  -0.4521  -3.9008
H  -4.7439  1.3323  -1.5880
H  -5.7034  0.8356  -2.9974
H  -4.7149  3.1822  -3.1586
H  -4.2396  2.1248  -4.4945
H  -2.4438  3.4305  -2.8604
C  -2.2879  -2.2274  1.3900
P  -1.4760  -2.8543  -0.0845
C  0.2868  -2.8219  0.2641
C  -1.9104  -4.6028  -0.1764
O  -1.8512  -2.1258  -1.3348
H  -2.0022  -2.7998  2.2737
H  -3.3688  -2.2759  1.2551
H  -1.9985  -1.1880  1.5335
H  0.5224  -3.3523  1.1876
H  0.5945  -1.7808  0.3603
H  0.8295  -3.2731  -0.5670
H  -1.6157  -5.1294  0.7318
H  -1.4042  -5.0476  -1.0331
H  -2.9868  -4.7000  -0.3172
C  -5.8184  5.1357  -0.6751
C  -4.4030  4.8072  -0.2982
C  -3.4251  5.7888  -0.1873
C  -2.1581  5.3608  0.1696
N  -1.8586  4.0892  0.3958
C  -2.8549  3.2121  0.2381
S  -2.5683  1.5069  0.5013
N  -4.1163  3.5234  -0.1009
H  -6.0794  6.1545  -0.3923
H  -6.4997  4.4351  -0.1968
H  -5.9510  5.0451  -1.7561
H  -3.6466  6.8338  -0.3523
H  -1.3455  6.0705  0.2910

Force components x, y, z for each atom (eV/Å):
Pt 0.0 0.0 0.0
O 0.0 0.0 0.0
C 0.0 0.0 0.0
C 0.0 0.0 0.0
C 0.0 0.0 0.0
C 0.0 0.0 0.0
C 0.0 0.0 0.0
C 0.0 0.0 0.0
C 0.0 0.1 0.0
O 0.0 0.0 0.0
N 0.0 0.0 0.0
N 0.0 0.0 0.0
C 0.0 0.0 0.0
S 0.0 0.0 0.0
C 0.0 0.0 0.0
C 0.0 0.0 0.0
S 0.0 0.0 0.0
H 0.0 0.0 0.0
H 0.0 0.0 0.0
H 0.0 0.0 0.0
H 0.0 0.0 0.0
H 0.0 0.0 0.0
H 0.0 0.0 0.0
H 0.0 0.0 0.0
H 0.0 0.0 0.0
H 0.0 0.0 0.0
S 0.0 0.0 0.0
C -0.1 0.0 0.0
N 0.0 -0.1 0.1
C 0.0 0.0 0.0
C 0.0 0.0 0.0
C 0.0 0.0 0.0
N 0.0 0.0 0.0
H 0.0 0.0 0.0
H 0.0 0.0 0.0
H 0.0 0.0 0.0
H 0.0 0.0 0.0
H 0.0 0.0 0.0
H 0.0 0.0 0.0
H 0.0 0.0 0.0
H 0.0 0.0 0.0
C 0.0 0.0 0.0
P 0.0 0.0 0.0
C 0.0 0.1 0.0
C 0.0 0.0 0.0
O 0.0 0.0 0.0
H 0.0 0.0 0.0
H 0.0 0.0 0.0
H 0.0 0.1 0.0
H 0.0 0.0 0.0
H 0.0 0.0 0.0
H 0.0 0.0 0.0
H 0.0 0.0 0.0
H 0.0 0.0 0.0
H 0.0 0.0 0.0
C 0.0 0.0 0.0
C 0.0 0.0 0.0
C 0.0 0.0 0.0
C 0.0 0.0 0.0
N 0.0 0.0 0.0
C 0.0 0.0 0.0
S 0.0 -0.1 0.0
N 0.0 0.0 0.0
H 0.0 0.0 0.0
H 0.0 0.0 0.0
H 0.0 0.0 0.0
H 0.0 0.0 0.0
H 0.0 0.0 0.0

Charges computed using natural (NBO), reported in e: 0.591 -0.675 0.346 -0.281 -0.171 -0.269 -0.151 -0.169 0.571 -0.760 -0.449 -0.394 -0.060 0.331 -0.552 -0.534 0.343 0.518 0.223 0.211 0.212 0.231 0.235 0.222 0.221 0.236 -0.149 0.394 -0.578 -0.220 -0.440 -0.214 -0.590 0.481 0.239 0.191 0.252 0.221 0.215 0.192 0.423 -1.023 1.965 -1.025 -1.010 -1.151 0.244 0.249 0.274 0.245 0.267 0.246 0.239 0.247 0.247 -0.646 0.260 -0.357 0.093 -0.482 0.267 -0.159 -0.521 0.218 0.236 0.219 0.220 0.194

---

> Which of these has the highest energy?

C22H31N3O2